{
  "formula": "C40H87B2Cl2O13",
  "method": "ωB97M-V/def2-TZVPD",
  "total_energy_ha": -3524.58756,
  "total_charge": -1,
  "multiplicity": 1,
  "fmax_ev_per_a": 3.4,
  "symbols": ["H", "H", "H", "H", "C", "H", "H", "H", "Cl", "O", "H", "C", "C", "H", "C", "H", "O", "H", "H", "H", "C", "H", "C", "H", "C", "C", "H", "H", "H", "H", "C", "C", "H", "H", "O", "O", "H", "H", "H", "C", "O", "O", "O", "H", "C", "H", "H", "H", "C", "O", "H", "H", "H", "H", "H", "H", "C", "H", "H", "H", "C", "H", "H", "C", "H", "H", "C", "H", "C", "H", "C", "H", "C", "O", "O", "B", "H", "H", "H", "C", "H", "C", "C", "C", "H", "H", "H", "H", "H", "H", "C", "H", "H", "C", "H", "H", "C", "H", "H", "H", "H", "H", "H", "O", "C", "H", "C", "C", "C", "H", "C", "H", "C", "C", "C", "H", "C", "B", "C", "C", "H", "H", "H", "C", "H", "H", "H", "H", "H", "H", "H", "O", "H", "H", "H", "C", "H", "H", "H", "H", "Cl", "O", "H", "H"],
  "coordinates": [[-1.196, 0.246, -1.331], [2.887, 12.499, 1.963], [4.601, 2.648, 2.900], [3.177, -1.469, 1.082], [-1.154, 4.799, 2.922], [9.810, -1.123, -1.820], [-11.606, -2.132, 1.905], [0.347, 1.817, -2.661], [-4.403, 4.126, 1.056], [-1.232, 2.440, 2.016], [8.679, -2.338, -4.487], [-1.452, 3.270, 3.158], [8.552, -2.802, -2.375], [1.231, -1.549, -0.978], [1.771, 2.167, -0.197], [0.341, -0.769, 1.208], [-0.730, -4.657, -0.118], [2.467, 9.077, 1.035], [6.011, -4.649, -1.739], [1.234, -4.017, -0.504], [2.085, -3.383, -0.248], [7.044, -2.620, -3.912], [-7.094, -0.138, 1.561], [-9.974, -0.350, 0.420], [3.667, 10.599, 1.257], [-0.568, -6.938, 0.634], [-9.334, -2.737, 0.161], [-2.553, 3.193, 3.389], [1.651, -6.411, -4.863], [-4.755, 3.971, -1.889], [-10.263, -2.363, -0.274], [9.895, -2.198, -1.993], [10.282, -2.668, -1.087], [-0.262, -2.401, 0.854], [-7.280, 0.411, 0.256], [3.352, 9.219, 1.400], [-10.092, -2.147, -1.331], [-6.769, 1.229, 0.203], [4.384, 10.359, -0.768], [-12.043, -0.598, -0.111], [-2.505, 6.779, 2.406], [8.700, -4.208, -2.569], [-10.930, -1.445, 1.849], [7.861, -1.094, -3.520], [3.666, 10.972, -0.218], [0.389, 8.539, -0.195], [2.829, -3.455, -1.047], [1.054, -2.155, 2.021], [8.002, -2.170, -3.644], [-0.285, 8.419, 0.507], [-2.935, -4.517, 1.359], [2.067, 2.133, -1.271], [6.298, -7.342, 0.888], [4.667, 10.747, 1.673], [-5.449, -0.889, 2.761], [2.684, 10.788, -0.664], [2.679, -6.685, -4.617], [2.004, -9.541, -2.779], [2.377, -9.445, -4.493], [-2.124, 0.941, 0.126], [-2.584, -5.529, 1.146], [-7.677, -1.062, 1.610], [2.315, -7.086, -2.536], [-5.621, -0.451, 1.775], [-3.097, -5.859, 0.237], [-1.376, 3.301, -0.521], [1.200, 2.222, 2.645], [4.657, -7.935, 0.676], [-2.941, 6.104, -0.178], [-5.263, -1.149, 1.015], [-0.753, 2.406, -0.822], [-2.566, 1.434, -1.547], [-3.968, 5.229, -0.317], [0.420, 6.152, -0.112], [4.638, -5.285, 0.446], [-1.954, 6.268, 1.142], [-7.070, 1.795, 2.539], [7.115, -5.356, -0.572], [2.664, 11.148, 3.092], [2.728, -7.603, -3.406], [1.646, 11.264, 1.667], [2.574, 2.116, 2.169], [5.123, -6.205, -0.533], [-0.238, 2.700, -2.277], [-1.057, 2.930, -3.008], [-1.014, -7.315, -0.292], [-8.665, 1.068, 2.429], [-2.878, -6.183, 1.970], [-5.937, 5.204, -1.327], [2.555, -3.779, 0.657], [0.388, 2.281, 0.238], [-3.226, 5.514, 3.785], [3.944, 1.994, 0.401], [6.302, -5.589, -1.267], [-10.998, -3.171, -0.198], [0.001, 5.622, -0.813], [-4.859, 5.057, -1.586], [3.300, 2.460, 4.188], [7.841, -2.663, -1.558], [-0.802, -7.634, 1.443], [3.249, -5.773, -4.429], [4.309, -6.386, -1.235], [-12.838, -1.346, -0.030], [-1.445, 4.940, 1.518], [5.511, -7.509, 0.145], [0.514, -6.928, 0.484], [-7.609, 0.845, 2.601], [-10.741, -1.126, 0.470], [-1.696, 1.144, -0.887], [1.027, 2.270, 3.744], [0.105, 2.306, 1.684], [-0.585, -5.163, 1.848], [1.951, -8.888, -3.652], [-1.076, -5.539, 0.948], [2.895, 2.090, 0.758], [9.326, -4.345, -3.290], [-2.211, 5.883, 3.482], [-0.565, 7.025, 0.481], [2.661, 11.433, 2.038], [1.654, -1.938, -0.049], [3.130, -7.168, -5.490], [-1.670, 6.362, 4.355], [4.463, -8.377, -3.863], [3.716, 2.037, 3.233], [0.474, 3.567, -2.266], [-12.378, 0.283, 0.440], [-5.014, 0.455, 1.684], [4.050, 0.975, 3.354], [-1.158, -4.978, -0.922], [-0.941, 2.882, 4.090], [5.869, -8.240, -0.583], [4.086, -7.919, -3.102], [3.922, 12.025, -0.361], [6.685, -6.262, -2.036], [5.350, -5.116, 1.075], [0.632, -1.813, 1.070], [-4.515, 5.657, -2.458], [0.901, -8.679, -3.870], [-7.497, 0.446, 3.612], [10.635, -2.367, -2.781], [-2.598, 7.222, -1.589], [2.794, -1.137, 0.262], [-11.925, -0.328, -1.163], [-0.067, 5.079, 3.017]],
  "forces_ev_per_angstrom": [[-0.3, 0.7, 0.5], [0.0, 0.0, 0.0], [-0.9, -0.6, 0.4], [-0.1, 0.0, -0.1], [-1.6, 0.2, -3.0], [0.0, 0.0, 0.0], [0.1, 0.1, 0.0], [-0.6, 0.8, 0.2], [0.2, 0.8, -1.1], [1.4, 0.1, 0.7], [0.1, 0.1, 0.1], [-1.1, 0.7, 1.8], [0.4, 0.1, -0.5], [0.2, 0.2, 0.1], [0.5, -0.1, 2.1], [0.0, 0.0, -0.1], [-0.2, 0.0, 0.1], [0.0, -0.1, 0.2], [0.0, -0.1, 0.0], [0.2, 0.1, 0.1], [0.0, -0.1, -0.4], [0.0, 0.1, 0.1], [0.4, 0.6, 0.2], [0.0, -0.1, 0.2], [-0.7, -0.1, -0.3], [0.3, -0.1, 0.1], [0.0, 0.1, -0.1], [1.0, 0.0, -0.5], [0.0, 0.0, 0.0], [-0.2, 1.0, 0.2], [0.2, 0.0, 0.0], [0.1, 0.0, 0.3], [-0.1, 0.0, 0.0], [0.1, 0.0, 0.0], [-0.3, -0.2, -0.2], [0.3, 0.0, 0.1], [0.0, 0.0, 0.0], [0.0, -0.1, 0.0], [0.0, 0.0, 0.1], [-0.1, 0.2, 0.0], [0.1, -0.1, 1.0], [-0.1, -0.1, 0.2], [0.2, 0.2, 0.2], [0.0, 0.0, 0.0], [0.2, 0.0, -0.1], [-0.3, 0.1, 0.5], [0.0, 0.1, 0.1], [0.1, -0.1, -0.1], [-0.3, 0.0, 0.0], [0.9, -1.2, -0.8], [0.1, 0.0, 0.0], [-0.6, 0.1, 1.0], [0.1, 0.1, -0.1], [0.0, -0.2, 0.0], [0.0, 0.0, 0.0], [0.0, 0.1, 0.1], [0.0, 0.3, 0.1], [0.0, 0.1, 0.0], [0.0, 0.1, -0.1], [0.5, -0.1, -0.8], [-0.1, 0.2, 0.2], [-0.1, 0.1, -0.2], [0.2, 0.0, 0.1], [0.1, -0.2, -0.1], [0.1, -0.1, 0.0], [0.5, -1.0, 0.0], [0.2, 0.0, -2.1], [0.0, 0.0, -0.1], [-1.7, -1.0, 0.4], [-0.1, 0.0, 0.1], [-0.3, 0.3, -0.1], [0.8, -0.5, 0.6], [0.2, 1.0, -1.3], [-0.5, 1.6, -0.7], [-0.3, 0.0, 0.1], [1.4, -0.1, 0.1], [0.1, -0.1, 0.0], [0.0, -0.1, 0.0], [0.1, 0.0, -0.1], [0.1, -0.3, -0.6], [0.1, 0.0, -0.1], [-0.4, 0.1, -0.8], [0.6, 0.1, 0.3], [0.7, -0.1, 0.3], [0.5, -0.3, 0.9], [-0.1, 0.0, 0.1], [0.0, -0.1, 0.0], [0.0, 0.0, 0.0], [0.8, 0.1, -0.3], [-0.1, 0.0, 0.0], [1.6, -0.3, 0.3], [1.1, -0.5, 0.2], [-1.0, 0.1, 0.4], [-0.2, 0.0, -0.1], [-0.1, 0.1, -0.1], [0.2, -0.1, 0.8], [0.4, -1.5, 0.8], [0.7, -0.6, -0.7], [0.0, -0.2, 0.0], [0.0, 0.0, -0.1], [-0.1, 0.0, 0.1], [0.0, 0.1, 0.2], [0.1, -0.1, -0.1], [0.1, -1.3, 0.4], [-0.2, -0.2, 0.0], [0.0, 0.0, 0.1], [-0.2, 0.0, 0.1], [-0.4, -0.4, -0.2], [-0.5, 0.9, 0.1], [0.1, 0.0, -1.1], [1.7, 0.1, -1.1], [0.1, 0.1, -0.2], [-0.1, -0.1, 0.2], [-0.4, -0.4, -0.4], [-2.9, 0.1, 0.7], [-0.1, 0.1, 0.1], [0.7, 0.0, 0.1], [0.6, 0.5, 0.1], [0.0, 0.1, 0.2], [0.1, -0.5, 0.6], [-0.1, -0.1, 0.0], [-0.9, 0.1, -0.8], [-0.1, 0.1, 0.1], [-0.6, 0.3, -0.6], [-0.6, -0.6, -0.1], [0.1, 0.0, 0.0], [-0.1, 0.0, 0.1], [-0.3, 0.9, 0.1], [0.0, 0.0, 0.1], [-0.3, 0.2, -1.0], [0.0, 0.0, 0.0], [0.1, 0.0, 0.3], [0.0, 0.0, 0.0], [0.0, 0.1, 0.0], [0.0, 0.0, -0.1], [-0.3, 0.3, 0.0], [-0.3, -0.2, 1.0], [0.0, 0.0, 0.0], [0.0, 0.0, 0.0], [-0.1, 0.1, -0.1], [-0.4, -0.9, 0.8], [0.2, 0.2, -0.3], [0.0, 0.0, 0.0], [-0.9, -0.2, 0.7]]
}

---

{
  "formula": "C40H87N5O5",
  "method": "ωB97M-V/def2-TZVPD",
  "total_energy_ha": -2225.60762,
  "s_squared": 0.755,
  "total_charge": 1,
  "multiplicity": 2,
  "fmax_ev_per_a": 4.2,
  "symbols": ["N", "H", "H", "H", "H", "C", "H", "N", "H", "H", "C", "C", "C", "H", "C", "H", "H", "C", "H", "H", "H", "H", "H", "N", "C", "C", "C", "H", "H", "C", "H", "C", "C", "H", "C", "H", "O", "H", "H", "C", "H", "C", "H", "H", "O", "C", "C", "H", "H", "H", "C", "H", "H", "H", "C", "H", "C", "H", "H", "H", "N", "H", "H", "H", "H", "H", "C", "H", "C", "C", "O", "H", "C", "H", "H", "C", "H", "C", "N", "C", "H", "H", "H", "C", "H", "H", "H", "H", "H", "H", "H", "C", "H", "H", "H", "H", "H", "H", "H", "H", "H", "C", "O", "H", "C", "H", "H", "O", "H", "H", "C", "C", "H", "H", "C", "C", "H", "H", "H", "C", "H", "H", "H", "H", "H", "H", "H", "C", "H", "H", "H", "C", "H", "C", "C", "H", "H"],
  "coordinates": [[-2.156, -3.009, 3.610], [-2.732, 6.764, 0.925], [0.087, 3.702, 2.133], [-3.954, 3.444, 4.118], [8.038, 1.279, -6.371], [-0.348, -2.267, 2.190], [9.199, 4.041, -1.687], [3.010, 0.354, -2.528], [-1.796, 1.416, 4.991], [-5.586, -1.844, -1.170], [-2.225, -3.697, 1.136], [-3.368, 5.328, 4.793], [-2.834, -1.384, 1.926], [7.502, -0.968, -4.924], [-5.017, -2.759, -1.332], [-3.696, -0.379, -1.843], [-0.107, -2.374, 1.133], [-0.659, 3.688, 4.994], [-3.525, -5.718, -4.495], [-2.541, 5.739, 5.372], [-5.305, -6.102, -1.527], [-2.036, -5.458, -0.874], [-2.320, -3.287, 0.131], [-1.717, 3.981, 2.800], [8.218, 3.601, -1.511], [2.199, -1.422, -1.119], [7.399, 3.052, -5.377], [7.177, -0.483, -3.342], [9.367, 2.355, -5.817], [-3.180, -3.014, 5.824], [-5.517, -1.490, -3.907], [-3.484, -2.966, 4.299], [-3.163, 3.806, 4.774], [-0.490, 4.690, 5.389], [-0.955, 6.334, 2.811], [-0.087, -1.322, 2.667], [-0.796, 3.442, 1.863], [-4.000, -2.239, -4.620], [-4.525, -0.205, 2.468], [-3.456, 5.794, 3.376], [-0.616, 1.700, -0.437], [-2.463, -5.828, -1.807], [-2.879, 1.475, 3.572], [8.337, 2.912, -0.675], [9.002, 0.883, -1.892], [-3.680, -5.066, -2.413], [8.432, 1.868, -5.542], [-5.116, -5.360, -4.014], [-3.939, -5.040, 3.908], [2.392, -1.959, -2.048], [-4.027, -2.543, -2.512], [-6.444, -4.010, -0.606], [-3.133, -1.467, 0.881], [-0.611, 6.968, 1.994], [-4.152, -1.551, 4.025], [-1.701, -5.804, -2.586], [6.156, 2.479, -2.555], [-3.470, -0.767, 4.356], [-3.454, 5.157, 0.730], [-0.605, -3.890, 4.017], [-3.115, -3.698, -2.635], [-4.308, -5.032, -0.387], [-1.168, 1.330, 3.350], [0.281, 3.288, 4.613], [-4.171, 5.729, 5.412], [-4.981, -3.789, 3.028], [7.749, 3.757, -3.989], [-4.249, -6.863, -3.423], [-4.416, -4.060, 3.920], [1.939, 0.008, -1.597], [-1.493, -4.208, 3.838], [3.899, 0.069, -2.144], [-4.191, -5.796, -3.636], [-1.215, 0.666, 0.864], [-2.745, -1.074, -3.015], [-4.773, -2.285, -3.853], [-2.577, -1.659, -1.242], [-5.769, -4.045, -1.461], [8.592, 1.651, -3.028], [-4.782, -5.161, -1.360], [-3.247, 3.544, 5.829], [-2.449, -2.262, 6.122], [3.157, -1.497, -0.607], [-2.135, 5.387, 2.490], [-5.089, -1.856, 2.161], [7.423, 4.324, -1.326], [5.557, 3.105, -1.893], [-1.391, -3.936, -3.295], [9.831, 1.265, -1.595], [10.717, 0.727, -4.627], [9.822, -0.096, -5.731], [-1.924, -2.638, 2.208], [3.115, 1.358, -2.528], [-1.405, -4.401, 1.277], [-3.138, -4.169, 1.500], [-0.080, 5.826, 3.218], [1.692, 2.051, -0.764], [8.675, 4.283, -4.221], [-2.284, -0.485, 2.205], [7.667, 3.719, -6.196], [-0.570, -0.081, -0.667], [1.898, 1.035, -0.427], [-2.221, -3.611, -3.651], [-2.763, -6.833, -1.512], [-4.249, -1.258, 2.514], [-5.152, -1.605, 4.455], [1.048, 0.090, -2.220], [0.861, 0.769, 0.551], [0.367, -2.920, 2.689], [-1.847, 5.307, 0.306], [7.401, -0.065, -4.323], [8.573, 0.931, -4.303], [9.889, -0.845, -4.138], [-5.216, -4.261, 4.632], [-2.557, 5.694, 1.037], [-0.492, 0.734, 0.052], [-2.813, -3.986, 6.154], [-0.849, 3.213, 5.957], [-4.105, -2.803, 6.361], [-1.922, 1.803, 3.979], [-3.658, 6.863, 3.444], [-6.319, -3.985, -2.401], [-1.215, 7.076, 3.566], [-4.456, -2.933, -0.413], [1.424, -1.883, -0.506], [7.087, 4.606, -3.822], [6.071, 1.451, -2.202], [9.820, 0.109, -4.660], [5.570, 2.429, -3.472], [6.474, 0.442, -4.591], [2.890, 1.058, 0.022], [7.688, 2.803, -2.688], [-5.339, -3.088, -4.325], [-1.841, 3.312, 4.064], [-3.212, -1.330, -2.064], [-4.285, 5.340, 2.835], [6.346, 2.772, -5.387]],
  "forces_ev_per_angstrom": [[-1.0, 1.3, -0.2], [0.2, -0.2, 0.1], [0.7, 0.1, 0.4], [-0.4, -0.6, 0.6], [0.5, -0.3, 0.0], [-1.4, -0.2, -0.8], [-0.2, 0.2, -0.3], [0.5, 0.4, 0.2], [-0.2, 0.0, -0.1], [-0.3, -0.1, -0.3], [0.4, -0.1, 1.9], [1.1, -0.6, 0.3], [-0.5, -0.8, -0.9], [0.3, 0.3, -0.5], [1.3, -0.5, -0.4], [-0.8, -0.4, 0.4], [0.5, 0.8, 0.0], [0.8, -0.3, 0.7], [0.4, 0.1, 0.1], [0.6, 0.4, -0.5], [0.4, -0.2, 0.5], [-0.3, 0.8, -0.2], [0.2, -0.2, 0.1], [1.3, 0.7, -2.1], [-0.4, -0.9, 0.0], [0.2, 0.3, -0.7], [1.6, -0.3, 2.0], [0.4, 0.2, 0.4], [0.2, -0.3, 0.1], [-0.2, -0.1, -0.4], [0.6, 0.6, 0.3], [1.1, 1.5, 0.9], [-0.6, 1.2, -0.6], [-0.4, 0.5, -1.1], [0.8, 0.4, 0.8], [-0.4, 0.5, -0.6], [-2.3, 0.5, 1.1], [0.1, 1.0, -0.1], [-0.3, 0.0, -0.5], [1.3, -0.3, -0.5], [-0.6, 0.0, -0.4], [-0.4, -0.4, -0.5], [-0.1, 0.1, 0.1], [-0.3, 0.2, 0.3], [-1.1, -0.4, -0.7], [1.5, -0.4, 0.7], [-1.9, 1.2, 0.9], [-0.3, -0.3, 0.3], [0.3, 0.1, -0.7], [-0.4, -0.5, 0.1], [-1.6, 0.2, 0.5], [-0.5, -0.7, -0.2], [1.1, 0.8, -0.5], [-0.2, -0.6, -0.4], [0.9, -1.4, -1.1], [0.3, -0.7, 0.2], [0.2, -1.3, 0.4], [-0.3, 0.0, 1.0], [-0.3, 0.1, 0.4], [0.2, -0.4, 0.3], [-2.5, 0.1, 3.3], [-0.2, -0.7, 0.2], [0.3, 0.3, 0.1], [0.1, 0.0, 0.0], [-0.7, -0.7, -0.3], [0.4, -0.5, -0.5], [-0.5, -0.4, -1.0], [-0.5, 0.1, 0.0], [-1.2, -0.9, 0.0], [0.3, 0.5, 0.6], [0.1, -1.0, 0.5], [0.3, -0.4, 0.1], [0.6, 0.2, -1.1], [0.4, -0.3, 0.0], [1.4, 0.2, 0.4], [0.3, -0.5, -0.6], [0.4, 0.3, -0.4], [-1.1, 1.3, 0.0], [1.0, 1.8, 0.4], [0.0, 0.9, -0.3], [0.2, -1.1, -0.4], [0.1, 0.1, -0.2], [0.0, 0.3, 0.4], [-1.9, 1.9, 0.6], [0.5, -0.1, -0.9], [0.5, 0.3, 0.4], [0.5, 0.3, 0.3], [0.2, 0.2, 0.1], [0.2, 0.2, -0.3], [0.3, -0.1, 0.8], [-0.6, -0.3, 0.0], [0.2, 1.6, 1.0], [-0.2, 0.4, -0.4], [-0.2, -0.4, -0.7], [-0.2, -0.3, -0.6], [0.0, -0.1, -0.1], [0.1, 0.2, -0.6], [0.7, -0.5, 0.8], [-0.1, 0.1, -0.3], [-0.6, 0.3, 0.1], [-0.5, 0.0, 0.1], [-1.6, -0.6, -0.4], [0.5, 0.1, -1.9], [0.1, -0.4, -0.6], [0.3, -0.4, 2.5], [0.2, 0.5, 0.5], [-0.4, -0.2, 0.4], [0.4, -0.5, 0.8], [-0.6, -0.8, 0.1], [0.5, 0.5, 0.1], [-1.1, -0.2, 0.5], [-0.7, -1.1, -1.0], [0.3, 0.3, 0.2], [0.0, 0.6, 0.5], [0.1, -1.7, -0.5], [1.8, 0.6, -0.5], [0.0, 0.0, -0.2], [-0.1, -0.7, -0.2], [-0.1, -0.1, 0.1], [0.2, -0.6, -0.6], [0.6, 0.2, -0.9], [-0.3, -0.5, 0.0], [-0.3, -0.3, 0.3], [0.5, 0.6, 0.2], [0.0, 0.1, -0.2], [-0.5, -0.1, 0.2], [0.0, -0.1, 0.5], [0.6, 0.5, 0.1], [0.5, 0.3, -0.4], [-0.1, 0.0, -0.3], [-0.2, -0.3, 0.6], [0.2, 0.5, -3.4], [-0.1, -0.8, 0.9], [-1.0, 0.8, 2.3], [0.4, 0.0, -1.8], [-0.2, -0.1, 0.3], [0.1, -0.2, -0.4]]
}